Entry 1:
Here is 2 unconnected molecules or ions with the total composition C5H10O2 from the OMol25 dataset. Energies are from ωB97M-V/def2-TZVPD.

Values from the calculation:
E_HOMO	-9.68	eV
ΔE to the lowest compared entry with this formula, charge and spin	264.6	kJ/mol
HOMO-LUMO gap	10.748	eV
total energy	-9440.3001	eV

Structure (XYZ):
```
17
Properties=species:S:1:pos:R:3:forces:R:3
C -1.50326 -0.46280 1.53459 -0.07 -0.09 0.07
C -1.29553 -0.04364 0.07666 -0.23 -0.15 -0.22
O -0.42390 1.03515 0.45081 0.08 0.08 -0.01
C -0.58525 0.72730 1.84730 0.02 0.05 0.36
H -2.52663 -0.38443 1.90349 0.14 -0.01 0.00
H -1.09027 -1.44295 1.78190 -0.08 0.17 -0.01
H -0.78222 -0.79341 -0.52640 -0.15 0.08 -0.02
H -2.17703 0.32341 -0.45948 0.04 -0.06 0.08
H 0.36945 0.47582 2.32134 -0.10 0.05 -0.07
H -1.05852 1.55379 2.39239 0.10 -0.10 -0.10
C 1.79139 0.47498 -1.63919 0.05 -0.02 0.10
C 1.31157 -0.94538 -1.57047 0.09 -0.08 0.16
O 1.57273 -1.72217 -0.68243 -0.03 0.27 -0.33
H 2.55007 0.54535 -2.42647 -0.05 0.00 0.03
H 0.96878 1.14632 -1.90515 0.09 -0.13 0.03
H 2.21421 0.77793 -0.68109 -0.01 -0.03 -0.13
H 0.66441 -1.26528 -2.41780 0.12 -0.04 0.06
```
Positions in Å, forces in eV/Å.

---

Entry 2:
Here is a single C5H10O2 molecule from the OMol25 dataset. Energies are from ωB97M-V/def2-TZVPD.

Values from the calculation:
E_HOMO	-8.64	eV
ΔE to the lowest compared entry with this formula, charge and spin	344.9	kJ/mol
HOMO-LUMO gap	9.508	eV
total energy	-9439.4687	eV

Structure (XYZ):
```
17
Properties=species:S:1:pos:R:3:forces:R:3
C -1.50581 -1.65182 -0.70620 -0.15 0.01 -0.23
O -0.59784 -1.25188 0.28894 0.11 0.07 -0.02
C -0.70137 0.06728 0.71913 1.00 0.76 -0.88
C 0.24000 0.39596 1.80181 0.19 0.10 0.36
C 0.51090 1.05267 0.49607 0.55 -0.07 -0.03
C 1.55414 0.63551 -0.48068 0.41 -0.21 0.37
O 1.36997 1.25260 -1.74845 -0.20 -0.09 -0.12
H -1.35436 -1.09308 -1.64023 -0.06 -0.05 0.03
H -2.54500 -1.52078 -0.37571 0.13 0.01 -0.06
H -1.32221 -2.71326 -0.89956 -0.04 0.23 0.04
H -1.34463 0.75685 0.22679 -2.23 -0.43 0.73
H -0.03645 0.98008 2.66825 0.02 0.03 0.00
H 0.89627 -0.44695 2.00466 -0.23 0.01 0.16
H 0.24937 2.11920 0.46483 -0.11 -0.51 -0.25
H 2.54545 0.93399 -0.14541 0.17 -0.04 -0.14
H 1.50869 -0.46006 -0.55508 0.26 0.11 -0.06
H 0.53289 0.94371 -2.11917 0.17 0.06 0.09
```
Positions in Å, forces in eV/Å.